## one
# CH5NO

A cluster of 2 separate species, CH5NO in total (wB97M-V/def2-TZVPD, OMol25).

Computed properties:
HOMO level in eV: -9.77
SMILES string: C=O.N
Orbital gap in eV: 10.240

```
! RIJCOSX wB97M-V def2-TZVPD def2/J DEFGRID3
* xyz 0 1
C 0.7485 0.8797 -1.3950
O -0.0456 0.7015 -0.5010
H 1.4218 0.0175 -1.8509
H 0.7089 1.9520 -1.9053
N -0.5707 -1.3798 1.6817
H -0.8594 -0.6501 2.2357
H -1.3284 -1.7005 1.2343
H -0.0744 -0.8503 0.8921
*
```

---

## two
# CH5NO

A cluster of 2 separate species, CH5NO in total (wB97M-V/def2-TZVPD, OMol25).

Computed properties:
HOMO level in eV: -9.75
SMILES string: C=O.N
Orbital gap in eV: 10.408

```
! RIJCOSX wB97M-V def2-TZVPD def2/J DEFGRID3
* xyz 0 1
C -1.3494 -1.3346 0.1456
O -0.3742 -1.0762 0.8032
H -2.1252 -0.5630 0.0370
H -1.4613 -2.3265 -0.3140
N 1.1916 1.4265 -0.3865
H 1.2381 2.0758 0.3936
H 2.1527 1.2084 -0.6296
H 0.7277 0.5895 -0.0493
*
```

---

Decreasing stability: two, one

---

## one
# C4H11NS2

An isolated molecule of C4H11NS2 (wB97M-V/def2-TZVPD, OMol25).

Computed properties:
HOMO level in eV: -8.44
SMILES string: CCNCCSS
Orbital gap in eV: 8.839

```
! RIJCOSX wB97M-V def2-TZVPD def2/J DEFGRID3
* xyz 0 1
C 1.6456 -3.5675 -0.0010
C 1.4458 -2.3377 0.8476
N 1.1308 -1.1825 0.0348
C 1.0215 -0.0012 0.8688
C 0.6594 1.2678 0.0609
S -0.7075 1.0269 -1.0532
S -2.1907 2.0265 0.0501
H 2.3800 -3.4267 -0.8083
H 1.8598 -4.5021 0.5361
H 0.7630 -3.7947 -0.6295
H 0.6347 -2.5358 1.5650
H 2.3821 -2.1414 1.3799
H 0.4299 -1.1286 -0.6874
H 1.9724 0.1802 1.3591
H 0.1794 -0.0626 1.6049
H 1.5570 1.4934 -0.5740
H 0.4706 2.1412 0.6916
H -3.0420 1.0306 0.0105
*
```

---

## two
# C4H11NS2

An isolated molecule of C4H11NS2 (wB97M-V/def2-TZVPD, OMol25).

Computed properties:
HOMO level in eV: -8.34
SMILES string: CNCCCSS
Orbital gap in eV: 8.910

```
! RIJCOSX wB97M-V def2-TZVPD def2/J DEFGRID3
* xyz 0 1
C -0.0038 -2.5670 -0.4329
N -1.2708 -1.9759 -0.0189
C -1.5890 -0.5772 -0.3621
C -1.5277 0.3423 0.9299
C -0.0376 0.4647 1.4164
S 1.3765 0.2778 0.2653
S 0.9879 1.9854 -0.8759
H 0.6888 -2.6503 0.4206
H 0.3963 -2.0662 -1.3159
H -0.2707 -3.5602 -0.9431
H -2.1247 -2.4436 -0.2706
H -2.5886 -0.4729 -0.8457
H -0.9226 -0.0829 -1.0824
H -1.9306 1.3454 0.8216
H -2.0919 -0.3399 1.5581
H 0.3511 1.3057 1.9639
H 0.0486 -0.3802 2.1381
H 0.5657 2.6626 0.2238
*
```

---

Decreasing stability: one, two

---

## one
# C4H11NS2

An isolated molecule of C4H11NS2 (wB97M-V/def2-TZVPD, OMol25).

Computed properties:
HOMO level in eV: -8.34
SMILES string: CN[C@@H](C)CSS
Orbital gap in eV: 8.775

```
! RIJCOSX wB97M-V def2-TZVPD def2/J DEFGRID3
* xyz 0 1
C 1.4620 -0.6218 1.3405
N 0.0301 -0.3200 1.2509
C -0.4630 0.6479 0.3026
C 0.3130 1.9355 0.2908
C -0.6170 0.0789 -1.1094
S -2.0978 -1.0358 -1.1724
S -1.1460 -2.7423 -1.9962
H 1.8262 -0.2686 2.3166
H 1.8458 -1.6127 1.1311
H 1.9711 0.1766 0.7799
H -0.4814 -1.0753 1.6353
H -1.4805 0.8657 0.6433
H 0.9773 2.1645 1.1277
H 1.0419 2.0164 -0.5161
H -0.4168 2.7375 0.1579
H 0.1381 -0.6245 -1.4455
H -0.7378 0.7756 -1.9440
H -2.1651 -3.0976 -2.7930
*
```

---

## two
# C4H11NS2

An isolated molecule of C4H11NS2 (wB97M-V/def2-TZVPD, OMol25).

Computed properties:
HOMO level in eV: -8.19
SMILES string: CCNCCSS
Orbital gap in eV: 8.536

```
! RIJCOSX wB97M-V def2-TZVPD def2/J DEFGRID3
* xyz 0 1
C 2.7065 0.9005 -2.4909
C 2.4604 -0.0121 -1.2992
N 1.7316 0.7342 -0.2474
C 0.3837 1.0797 -0.2856
C -0.8395 0.2259 -0.5328
S -0.9931 -1.2401 0.5406
S -2.2422 -0.2330 1.9047
H 2.8794 0.2732 -3.3940
H 1.8230 1.5307 -2.7491
H 3.7281 1.4785 -2.2379
H 1.7923 -0.8846 -1.3512
H 3.4821 -0.1917 -0.9018
H 1.7768 0.0501 0.6114
H 0.2399 1.7777 -1.1472
H 0.1922 1.6930 0.6593
H -0.7256 -0.2740 -1.4437
H -1.6925 0.9235 -0.6413
H -2.1185 -1.1092 2.8527
*
```

---

## three
# C4H11NS2

A cluster of 2 separate species, C4H11NS2 in total (wB97M-V/def2-TZVPD, OMol25).

Computed properties:
HOMO level in eV: -8.71
SMILES string: C=NCC.CSS
Orbital gap in eV: 9.216

```
! RIJCOSX wB97M-V def2-TZVPD def2/J DEFGRID3
* xyz 0 1
C -0.7283 -0.6190 -1.8591
N -0.2731 0.5279 -2.1833
C -1.0196 1.7174 -1.7621
C -1.9669 2.3590 -2.8449
H -1.5625 -0.7523 -1.1105
H -0.2743 -1.5258 -2.2979
H -1.6372 1.3640 -0.8762
H -0.2890 2.4933 -1.4899
H -2.3655 3.2828 -2.4001
H -1.3976 2.6397 -3.8045
H -2.7104 1.6341 -3.1204
C 1.7751 -0.1793 0.3227
S 1.6121 -0.8057 1.9687
S -0.4395 -1.2080 2.0404
H 1.6336 -0.8469 -0.4806
H 2.8642 0.1248 0.2939
H 1.1266 0.7514 0.2526
H -0.5996 -0.3090 3.0311
*
```

---

Decreasing stability: one, three, two

---

## one
# C4H11NS2

An isolated molecule of C4H11NS2 (wB97M-V/def2-TZVPD, OMol25).

Computed properties:
HOMO level in eV: -8.49
SMILES string: CCNCCSS
Orbital gap in eV: 9.133

```
! RIJCOSX wB97M-V def2-TZVPD def2/J DEFGRID3
* xyz 0 1
C -2.7657 -0.4733 0.6391
C -1.4408 -0.2691 1.2663
N -0.3290 0.1775 0.3235
C 1.1431 0.3412 0.5409
C 1.6237 1.0786 -0.7994
S 1.3637 0.2503 -2.3391
S 3.2988 -0.3072 -2.7187
H -3.1764 0.4823 0.4024
H -3.4983 -0.9859 1.4151
H -2.8469 -1.0918 -0.3744
H -0.9871 -1.1398 1.6276
H -1.4988 0.5402 1.9719
H -0.3708 -0.5811 -0.3122
H 1.1701 1.0063 1.3588
H 1.6174 -0.6440 0.6980
H 0.9830 1.9247 -0.7463
H 2.6938 1.2953 -0.5615
H 3.0201 -1.6042 -2.3918
*
```

---

## two
# C4H11NS2

An isolated molecule of C4H11NS2 (wB97M-V/def2-TZVPD, OMol25).

Computed properties:
HOMO level in eV: -8.77
SMILES string: CCNCCSS
Orbital gap in eV: 7.751

```
! RIJCOSX wB97M-V def2-TZVPD def2/J DEFGRID3
* xyz 0 1
C 1.3401 -1.9773 -1.1602
C 0.9840 -0.5403 -0.8244
N -0.4510 -0.1977 -0.8050
C -0.4343 1.2487 -0.3736
C -1.6943 1.5580 0.4410
S -1.9682 0.6190 1.8284
S 0.2791 0.3765 2.7689
H 0.7828 -2.3586 -2.0092
H 2.4061 -2.0740 -1.3683
H 1.0943 -2.6384 -0.3420
H 1.4882 -0.3094 0.1629
H 1.3588 0.1826 -1.5633
H -0.9706 -0.5583 -0.0042
H -0.3864 1.8941 -1.2653
H 0.4054 1.4803 0.2509
H -2.6619 1.4716 -0.0802
H -1.5563 2.5420 0.8811
H -0.0160 -0.7189 3.4625
*
```

---

Decreasing stability: two, one

---

## one
# C3H17N2O3

A cluster of 4 separate species, C3H17N2O3 in total (wB97M-V/def2-TZVPD, OMol25).

Computed properties:
HOMO level in eV: -13.23
Orbital gap in eV: 10.611

```
! RIJCOSX wB97M-V def2-TZVPD def2/J DEFGRID3
* xyz 1 1
N 0.1510 0.1934 1.1456
C 0.9392 -0.9399 0.5349
C 2.1478 -1.2333 1.3990
C 1.2214 -0.5603 -0.9206
N 0.0589 0.1565 -1.4484
H -0.7977 0.2080 0.8016
H 0.5369 1.0756 0.8102
H 0.0946 0.0665 2.1433
H 0.2392 -1.7662 0.5788
H 2.1796 -0.7369 2.3737
H 3.1678 -1.0851 1.0542
H 2.1026 -2.2746 1.7178
H 2.1173 0.0643 -0.9982
H 1.4555 -1.3913 -1.5741
H 0.1859 1.0033 -1.9659
H -0.5006 -0.4473 -2.0394
H -2.7988 -0.8549 2.3938
H -2.9745 -1.0547 0.8923
O -2.3145 -0.8368 1.5599
H -1.7902 -0.6384 -4.6323
H -0.4678 -1.1742 -4.3965
O -0.9440 -0.3484 -4.2696
H -0.9630 3.4533 1.3647
H -0.1313 3.8021 2.5995
O -0.4125 3.0627 2.0511
*
```

---

## two
# C3H17N2O3

A cluster of 4 separate species, C3H17N2O3 in total (wB97M-V/def2-TZVPD, OMol25).

Computed properties:
HOMO level in eV: -13.45
Orbital gap in eV: 10.711

```
! RIJCOSX wB97M-V def2-TZVPD def2/J DEFGRID3
* xyz 1 1
C -0.3369 -1.9507 -0.4926
C 0.8485 -1.0939 -0.0673
C 1.2904 -0.1161 -1.2182
N 0.2096 0.8602 -1.5591
N -1.3674 -1.2792 -1.3246
H -0.9176 -2.3680 0.3710
H 0.1033 -2.8278 -0.9803
H 0.8024 -0.5705 0.8806
H 1.6991 -1.7902 0.1521
H 2.2462 0.3398 -0.9500
H 1.4967 -0.6530 -2.1774
H -0.1636 1.2290 -0.7018
H -0.9369 -0.6947 -2.0572
H 0.5250 1.5176 -2.2637
H -1.8615 -0.5045 -0.8748
H -2.0647 -1.8316 -1.8205
H 0.3628 1.7661 0.9421
H 0.0361 0.8466 2.3048
O -0.2621 1.3469 1.5506
H -2.7467 -1.3633 2.2485
H -1.9910 -0.1193 1.8976
O -2.4188 -0.8802 1.4796
H 2.7146 2.2568 1.6794
H 1.7255 3.2713 1.1246
O 2.2036 2.4575 0.8858
*
```

---

## three
# C3H17N2O3

A cluster of 5 separate species, C3H17N2O3 in total (wB97M-V/def2-TZVPD, OMol25).

Computed properties:
HOMO level in eV: -13.35
Orbital gap in eV: 3.573

```
! RIJCOSX wB97M-V def2-TZVPD def2/J DEFGRID3
* xyz 1 1
N 1.8618 -1.2226 0.9504
C 1.5068 -2.0525 -0.1599
C 2.2221 -1.5949 -1.3805
N -1.7281 1.8976 0.6046
C -1.2128 2.5275 1.8063
H 2.1165 -0.4665 -1.6370
H 2.8393 -1.0929 1.1722
H 1.2464 -1.0032 1.8020
H 0.3892 -1.8853 -0.0111
H 1.6844 -3.1277 0.0315
H 1.7787 -1.9928 -2.3875
H 3.2177 -1.7957 -1.6183
H -2.7650 2.0357 0.5888
H -0.4846 1.9790 2.4605
H -0.4990 3.3122 1.3353
H -2.0021 2.9184 2.3950
H -1.4583 -1.3652 -0.6043
H -1.7008 -1.9800 -1.9928
O -1.2407 -1.2529 -1.6285
H -0.5304 2.2122 -1.0448
H -0.1599 3.2500 -2.0398
O 0.2016 2.6446 -1.4091
H -2.0789 -1.6426 1.3088
H -1.7437 0.7930 0.6327
O -1.4604 -1.0954 0.8255
*
```

---

Decreasing stability: one, two, three

---

## one
# C3H3NO

An isolated molecule of C3H3NO (wB97M-V/def2-TZVPD, OMol25).

Computed properties:
HOMO level in eV: -11.27
SMILES string: N#C[C@@H]1CO1
Orbital gap in eV: 11.959

```
! RIJCOSX wB97M-V def2-TZVPD def2/J DEFGRID3
* xyz 0 1
N 0.0417 -2.0796 -0.9755
C 0.0757 -1.0388 -0.4064
C 0.3779 0.0990 0.3083
C -0.6300 0.9587 0.9256
O 0.1828 1.4992 -0.1701
H 1.3838 0.1100 0.8510
H -0.4648 1.4413 1.8639
H -1.6151 0.8993 0.5097
*
```

---

## two
# C3H3NO

An isolated molecule of C3H3NO (wB97M-V/def2-TZVPD, OMol25).

Computed properties:
HOMO level in eV: -9.49
Orbital gap in eV: 8.459

```
! RIJCOSX wB97M-V def2-TZVPD def2/J DEFGRID3
* xyz 0 1
C -0.4524 -0.3164 0.1126
C 0.9118 0.4438 -0.8409
N -1.6543 -0.4206 0.4862
C 0.6342 0.9449 0.4194
O 0.7124 1.9474 1.0728
H -2.0584 -1.3382 0.2851
H 0.0855 -1.1479 -0.4751
H 1.8212 -0.1130 -1.0602
*
```

---

## three
# C3H3NO

An isolated molecule of C3H3NO (wB97M-V/def2-TZVPD, OMol25).

Computed properties:
HOMO level in eV: -10.87
SMILES string: N#C[C@H]1CO1
Orbital gap in eV: 10.776

```
! RIJCOSX wB97M-V def2-TZVPD def2/J DEFGRID3
* xyz 0 1
N 0.4312 0.2243 1.9163
C -0.6924 0.0174 1.6448
C -0.5560 0.2464 0.0923
C 0.5371 -0.2402 -0.7657
O -0.7376 -0.8847 -0.6660
H -1.0751 1.1676 -0.1439
H 0.7066 0.2525 -1.7249
H 1.3863 -0.7833 -0.3529
*
```

---

## four
# C3H3NO

An isolated molecule of C3H3NO (wB97M-V/def2-TZVPD, OMol25).

Computed properties:
HOMO level in eV: -9.61
SMILES string: c1cocn1
Orbital gap in eV: 10.663

```
! RIJCOSX wB97M-V def2-TZVPD def2/J DEFGRID3
* xyz 0 1
C -0.7634 -0.5936 0.1173
C -0.7237 0.7488 0.2157
O 0.6061 1.1162 0.1033
C 1.2442 -0.0611 -0.0184
N 0.4903 -1.1145 -0.0535
H -1.6771 -1.1722 0.1080
H -1.4993 1.1160 -0.4148
H 2.3228 -0.0397 -0.0575
*
```

---

Decreasing stability: four, one, three, two

---

## one
# C3H3NO

A structure of composition C3H3NO (wB97M-V/def2-TZVPD, OMol25).

Computed properties:
HOMO level in eV: -10.21
Orbital gap in eV: 9.943

```
! RIJCOSX wB97M-V def2-TZVPD def2/J DEFGRID3
* xyz 0 1
C 0.6315 -1.2026 0.1597
C -0.2326 -0.7736 -0.9466
C -0.5253 0.4301 -0.0368
N 0.5255 -0.1271 0.8193
O -0.3127 -0.9281 -2.1795
H 1.2513 -2.0151 0.0655
H -0.3681 1.5097 -0.3945
H -1.4374 0.3288 0.4308
*
```

---

## two
# C3H3NO

An isolated molecule of C3H3NO (wB97M-V/def2-TZVPD, OMol25).

Computed properties:
HOMO level in eV: -11.37
Orbital gap in eV: 11.568

```
! RIJCOSX wB97M-V def2-TZVPD def2/J DEFGRID3
* xyz 0 1
C -0.8553 -0.3106 0.0733
C 0.3147 0.6228 0.1273
O 0.3343 1.8103 0.0995
C 1.9665 -0.3224 -0.8205
N 1.6154 -0.1532 0.3094
H -1.7823 0.2602 0.1344
H -0.8428 -0.9151 -0.8445
H -0.7506 -0.9919 0.9212
*
```

---

Decreasing stability: two, one

---

## one
# C8H13N2

A cluster of 2 separate species, C8H13N2 in total (wB97M-V/def2-TZVPD, OMol25).

Computed properties:
HOMO level (spin up / spin down) in eV: -11.97 / -12.41
Orbital gap (spin up / spin down) in eV: 7.546 / 9.000

```
! RIJCOSX wB97M-V def2-TZVPD def2/J DEFGRID3
* xyz 1 1
C 3.5957 -1.0206 0.3838
C 2.4283 -0.5779 0.8831
C 2.9598 0.6969 -0.7732
C -1.0343 -0.4270 -0.4171
C -2.2496 -0.1289 -0.0657
C -3.3306 -1.1871 -0.2426
C -2.9055 1.1358 0.4381
C 0.9610 1.3264 0.3811
N 3.9143 -0.2411 -0.7095
N 2.0836 0.4804 0.1527
H 4.2333 -1.9579 0.6579
H 1.7381 -1.0063 1.6308
H 2.9739 1.5033 -1.5835
H -0.6673 -1.2657 -0.9694
H -4.2435 -0.7973 0.4307
H -3.7136 -1.3735 -1.2470
H -3.1299 -2.2706 0.0590
H -3.0928 1.7962 -0.5008
H -3.9966 0.9378 0.7110
H -2.3237 1.6683 1.1983
H 0.3505 1.0590 1.1736
H 0.5182 1.8501 -0.4513
H 4.9306 -0.2003 -1.1402
*
```

---

## two
# C8H13N2

The ion C8H13N2 with charge +1 (wB97M-V/def2-TZVPD, OMol25).

Computed properties:
HOMO level in eV: -13.98
SMILES string: C=C1C[N+]2(C=N1)[C@@H](C)[C@@H]2C
Orbital gap in eV: 10.406

```
! RIJCOSX wB97M-V def2-TZVPD def2/J DEFGRID3
* xyz 1 1
C -3.4028 -0.8130 -0.2395
C -2.2769 -0.1938 -0.0859
C -0.9023 -0.6916 -0.5847
N 0.0858 0.1728 0.0311
C -1.0471 1.4325 0.6738
N -2.1628 1.0362 0.4964
C 1.2764 -0.3498 0.7301
C 1.6647 -1.8320 0.5267
C 1.3597 0.5371 -0.5108
C 1.6639 1.9899 -0.4056
H -4.2832 -0.3030 0.0749
H -3.3078 -1.7230 -0.7554
H -0.7545 -1.5708 -0.0885
H -0.7844 -0.7068 -1.7117
H -0.7068 2.3996 1.0796
H 1.3523 -0.0570 1.7248
H 1.8627 -2.2621 -0.5438
H 1.1311 -2.5477 1.1080
H 2.7004 -1.9748 0.9966
H 1.5710 0.0502 -1.4865
H 1.0461 2.6137 -1.0598
H 2.6209 2.3437 -0.5701
H 1.2936 2.4497 0.6003
*
```

---

Decreasing stability: two, one